{"formula": "C18H46BO14PS", "method": "the ωB97M-V functional and the def2-TZVPD basis", "elements": ["C", "B", "O", "O", "C", "O", "O", "P", "O", "O", "S", "H", "H", "H", "H", "H", "H", "C", "O", "C", "C", "O", "C", "H", "H", "H", "H", "H", "H", "H", "H", "H", "H", "C", "O", "C", "C", "O", "C", "H", "H", "H", "H", "H", "H", "H", "H", "H", "H", "C", "O", "C", "C", "O", "C", "H", "H", "H", "H", "H", "H", "H", "H", "H", "H", "C", "O", "C", "C", "O", "C", "H", "H", "H", "H", "H", "H", "H", "H", "H", "H"], "coordinates": [[3.80888, 1.13643, 2.61103], [3.43646, 2.05314, 1.29333], [3.80931, 1.54633, -0.00688], [2.72976, 3.30332, 1.54884], [1.34029, 3.13673, 1.23716], [0.54945, 3.97019, 1.74347], [0.94571, 2.08023, 0.36206], [-0.26629, 1.08171, 1.03940], [-1.64028, 1.96359, 1.56838], [-0.82121, 0.05981, -0.22852], [0.31702, -0.03591, 2.51266], [4.21317, 0.12354, 2.27275], [4.57687, 1.75909, 3.19987], [2.83812, 1.01097, 3.21338], [3.20625, 0.76637, -0.13679], [-1.70243, 1.82380, 2.54012], [-0.20421, -0.71877, -0.17347], [4.67581, -2.55586, -3.72538], [3.66309, -2.16137, -4.64100], [2.36456, -2.16348, -4.05223], [1.93127, -0.75599, -3.65082], [2.75177, -0.23375, -2.60771], [3.75357, 0.65290, -3.09385], [5.64311, -2.26147, -4.13660], [4.55473, -2.07919, -2.74894], [4.66181, -3.64265, -3.60383], [2.32688, -2.84607, -3.19606], [1.67136, -2.54030, -4.81117], [0.90834, -0.80140, -3.26103], [1.92944, -0.08421, -4.51598], [3.30512, 1.62916, -3.31103], [4.24851, 0.27056, -3.98870], [4.50304, 0.78107, -2.31092], [-5.38591, -3.64290, -2.21402], [-5.94174, -3.19921, -0.98338], [-5.23171, -3.69994, 0.14838], [-4.27372, -2.65436, 0.71246], [-3.23005, -2.35194, -0.20958], [-3.47530, -1.15170, -0.93046], [-5.77830, -3.01262, -3.01457], [-4.29502, -3.57230, -2.22068], [-5.68467, -4.67787, -2.40315], [-4.70120, -4.62480, -0.10307], [-5.97837, -3.93980, 0.91235], [-3.79850, -3.06156, 1.61154], [-4.81195, -1.74493, 1.00182], [-3.24688, -0.28939, -0.29518], [-4.50617, -1.08366, -1.28330], [-2.81056, -1.13162, -1.79647], [6.08520, 2.60583, 5.47654], [6.10718, 1.19947, 5.67761], [7.38329, 0.73003, 6.10806], [7.41393, 0.50110, 7.61674], [7.26740, 1.72431, 8.33403], [5.94015, 1.92529, 8.80054], [5.04367, 2.93056, 5.43417], [6.58335, 3.14428, 6.28709], [6.56864, 2.85048, 4.52612], [8.17606, 1.41982, 5.79861], [7.55705, -0.22665, 5.60484], [8.39022, 0.08566, 7.88888], [6.64745, -0.22075, 7.91971], [5.76701, 1.31189, 9.69259], [5.19331, 1.68560, 8.04104], [5.83132, 2.97677, 9.07469], [-5.34241, 1.73970, -4.16718], [-5.68685, 0.38947, -3.88834], [-6.76070, 0.28191, -2.95508], [-8.08697, 0.01078, -3.65990], [-8.48230, 1.11370, -4.47253], [-8.17702, 0.91396, -5.84579], [-4.73626, 1.75836, -5.07492], [-6.22558, 2.36387, -4.32718], [-4.75236, 2.14901, -3.34223], [-6.82345, 1.17881, -2.32917], [-6.53115, -0.56657, -2.30182], [-8.86606, -0.12339, -2.90189], [-8.03547, -0.90930, -4.25264], [-8.91825, 0.24137, -6.29332], [-7.17559, 0.50428, -5.99224], [-8.23401, 1.88039, -6.35121]], "lowdin_charge": [-0.007, -0.486, 0.077, 0.156, -0.430, 0.109, -0.144, 0.381, -0.215, -0.228, 0.364, 0.082, 0.066, 0.034, 0.109, 0.067, 0.078, -0.110, -0.192, -0.197, -0.194, -0.208, -0.106, 0.090, 0.082, 0.087, 0.125, 0.124, 0.118, 0.128, 0.095, 0.086, 0.079, -0.105, -0.199, -0.196, -0.195, -0.193, -0.112, 0.083, 0.086, 0.088, 0.125, 0.123, 0.124, 0.127, 0.074, 0.069, 0.092, -0.122, -0.201, -0.197, -0.199, -0.195, -0.112, 0.089, 0.085, 0.086, 0.126, 0.124, 0.124, 0.125, 0.088, 0.083, 0.090, -0.109, -0.201, -0.197, -0.194, -0.193, -0.113, 0.089, 0.084, 0.087, 0.129, 0.104, 0.126, 0.125, 0.088, 0.082, 0.089], "lumo_ev": -0.09, "total_energy_ha": -2531.127652, "charge": 0, "homo_ev": -9.25, "de_lowest_kcal_mol": 37.4}

=====

{"formula": "C18H46N2O6", "method": "the ωB97M-V functional and the def2-TZVPD basis", "elements": ["C", "C", "C", "C", "C", "C", "C", "C", "C", "N", "O", "H", "H", "H", "H", "H", "H", "H", "H", "H", "H", "H", "H", "H", "H", "H", "H", "H", "H", "H", "C", "C", "C", "C", "C", "C", "C", "C", "C", "N", "O", "H", "H", "H", "H", "H", "H", "H", "H", "H", "H", "H", "H", "H", "H", "H", "H", "H", "H", "H", "O", "H", "H", "O", "H", "H", "O", "H", "H", "O", "H", "H"], "coordinates": [[3.51894, -0.79491, 3.62534], [1.96666, -0.84947, 3.68838], [1.50686, -2.31341, 3.78539], [1.51636, -0.07943, 4.93794], [1.45893, 1.42523, 4.78153], [0.60340, 1.81175, 3.57833], [1.15888, 1.18685, 2.28971], [0.07535, 1.35948, 1.21012], [2.43268, 1.90884, 1.80230], [1.35280, -0.24461, 2.50458], [1.83368, -0.86990, 1.33378], [3.86819, 0.16197, 4.01727], [3.92902, -1.63980, 4.17551], [3.87396, -0.80947, 2.59416], [2.12383, -2.93074, 3.13795], [1.52190, -2.65127, 4.82248], [0.46323, -2.36673, 3.47230], [0.67417, -0.50042, 5.49975], [2.30805, -0.23207, 5.68953], [1.11000, 1.94689, 5.67503], [2.44700, 1.85868, 4.59188], [0.47485, 2.89010, 3.47688], [-0.41885, 1.42362, 3.68140], [-0.75190, 0.65695, 1.34164], [0.47625, 1.15276, 0.21535], [-0.36812, 2.35592, 1.24060], [2.24340, 2.98391, 1.79237], [2.63435, 1.56110, 0.79127], [3.28038, 1.72112, 2.45876], [1.04046, -1.28624, 0.96522], [-0.45471, -0.82681, -4.99837], [-0.36418, -0.44474, -3.49530], [-0.24764, -1.73768, -2.68277], [0.88847, 0.40419, -3.28201], [0.75852, 1.80908, -3.86384], [-0.47622, 2.49899, -3.28488], [-1.81400, 1.73019, -3.25359], [-2.59432, 2.20319, -2.02365], [-2.67065, 1.95104, -4.50979], [-1.52322, 0.30379, -3.06619], [-2.66031, -0.49292, -2.90053], [-1.22780, -1.58387, -5.13728], [-0.65666, 0.01056, -5.66838], [0.48116, -1.24785, -5.38329], [0.81486, -1.95933, -2.55714], [-0.60503, -1.51140, -1.68036], [-0.77811, -2.57973, -3.11441], [1.15176, 0.45638, -2.22119], [1.70038, -0.11720, -3.79766], [1.63579, 2.39608, -3.59960], [0.63597, 1.74816, -4.94464], [-0.68635, 3.34371, -3.96713], [-0.32843, 3.07345, -2.36759], [-3.62882, 1.85584, -1.98982], [-2.55613, 3.28748, -1.92012], [-2.13572, 1.76987, -1.12705], [-2.15608, 1.61323, -5.40992], [-2.96640, 2.99634, -4.58281], [-3.53885, 1.29767, -4.40835], [-2.89530, -0.47231, -1.96590], [-0.62316, -2.24901, 0.70629], [-0.95824, -1.66759, 1.40801], [-1.32440, -2.24830, 0.04129], [-1.82480, -0.85092, 3.02161], [-1.06966, -0.66797, 3.59315], [-2.42776, -1.38440, 3.54816], [-3.46919, -2.37945, -0.29140], [-4.26800, -2.33587, -0.82503], [-3.51797, -3.22886, 0.15864], [-0.21647, -4.85141, -0.40125], [0.43188, -4.68551, -1.09047], [-0.18890, -4.06284, 0.15787]], "lowdin_charge": [-0.023, -0.504, -0.021, -0.148, -0.175, -0.138, -0.513, -0.034, -0.014, -0.111, -0.015, 0.068, 0.083, 0.080, 0.087, 0.085, 0.068, 0.118, 0.121, 0.114, 0.106, 0.121, 0.110, 0.065, 0.069, 0.090, 0.087, 0.078, 0.067, 0.059, -0.026, -0.515, -0.018, -0.143, -0.160, -0.129, -0.506, -0.037, -0.026, -0.124, -0.012, 0.080, 0.062, 0.084, 0.090, 0.062, 0.086, 0.116, 0.118, 0.112, 0.107, 0.116, 0.110, 0.081, 0.086, 0.080, 0.072, 0.084, 0.078, 0.080, -0.071, 0.016, 0.015, -0.045, 0.020, 0.061, -0.041, 0.051, 0.055, -0.066, 0.028, -0.011], "lumo_ev": 0.26, "total_energy_ha": -1274.296280, "charge": 0, "homo_ev": -7.72, "de_lowest_kcal_mol": 5.2}

=====

{"formula": "C18H47AsBaF6N2O13P2", "method": "the ωB97M-V functional and the def2-TZVPD basis", "elements": ["Ba", "O", "H", "O", "H", "O", "H", "As", "F", "F", "F", "F", "F", "F", "C", "O", "N", "C", "C", "H", "H", "H", "H", "H", "H", "H", "C", "O", "N", "C", "C", "H", "H", "H", "H", "H", "H", "H", "C", "C", "O", "P", "O", "O", "C", "C", "O", "C", "C", "H", "H", "H", "H", "H", "H", "H", "H", "H", "H", "H", "H", "H", "H", "H", "C", "C", "O", "P", "O", "O", "C", "C", "O", "C", "C", "H", "H", "H", "H", "H", "H", "H", "H", "H", "H", "H", "H", "H", "H", "H"], "coordinates": [[16.40806, 7.79023, 12.94322], [15.86457, 3.98837, 13.25619], [15.12589, 3.92217, 12.62018], [19.76246, 6.54268, 14.51397], [20.69715, 6.66471, 14.25706], [15.52781, 7.16202, 16.89360], [15.36771, 7.41659, 17.82317], [11.38873, 5.05026, 11.05855], [10.08905, 3.89150, 10.82879], [11.34166, 5.55920, 9.37051], [12.83237, 6.16125, 11.38701], [11.52819, 4.56754, 12.76492], [12.67290, 3.76560, 10.56045], [10.17820, 6.40172, 11.48464], [17.94373, 4.40993, 8.53306], [17.93877, 5.54097, 8.98183], [18.19126, 4.05963, 7.25181], [18.37206, 2.62438, 6.83614], [18.41751, 5.06151, 6.17641], [17.80638, 3.49989, 9.13734], [17.64990, 2.37739, 6.05794], [18.23283, 1.91845, 7.65491], [19.40856, 2.54262, 6.50890], [17.76227, 4.74425, 5.36518], [18.11995, 6.03293, 6.57125], [19.40467, 5.25466, 5.75652], [17.67327, 12.13695, 9.72056], [17.13794, 11.03257, 9.63299], [18.60377, 12.57948, 8.90135], [19.24549, 13.81568, 9.16910], [19.10811, 11.61234, 7.85265], [17.56385, 12.85783, 10.54552], [18.54750, 14.64079, 9.02730], [19.90512, 13.97496, 8.31610], [19.67423, 13.78162, 10.17065], [20.17142, 11.40542, 7.97369], [18.83349, 10.55906, 7.91005], [18.93830, 11.86284, 6.80550], [21.93883, 12.12490, 12.96233], [21.57548, 11.84800, 14.38916], [20.78705, 12.90704, 14.80849], [19.22938, 12.76167, 15.28931], [18.50427, 11.59464, 14.72728], [19.14138, 12.79350, 16.91574], [19.57610, 11.66628, 17.56241], [18.56737, 11.45995, 18.65658], [18.55973, 14.17382, 14.70983], [19.34176, 15.34406, 14.79602], [18.81446, 16.15417, 15.90903], [22.24251, 13.16059, 12.80989], [22.67509, 11.37207, 12.68078], [20.99238, 12.02433, 12.43110], [21.08973, 10.87301, 14.42850], [22.49899, 11.89989, 14.96582], [19.69680, 10.84413, 16.85701], [20.62726, 11.85748, 17.77829], [18.58651, 12.32703, 19.31680], [17.61461, 11.33110, 18.14303], [18.76385, 10.60100, 19.29821], [20.38497, 15.09261, 14.98727], [19.34776, 15.82351, 13.81715], [19.08089, 15.60893, 16.81447], [19.22717, 17.14299, 16.10908], [17.74522, 16.29204, 15.74834], [8.42958, 11.45643, 15.21633], [9.75140, 11.23946, 14.53088], [10.57292, 12.36124, 14.76281], [11.96523, 12.58975, 13.88292], [12.79111, 11.45277, 13.56406], [12.76288, 13.56586, 14.93798], [13.11145, 13.22449, 16.29572], [12.01131, 14.07009, 17.00854], [11.53148, 13.54249, 12.69886], [10.31353, 14.37848, 12.88494], [10.28142, 15.42712, 11.83374], [8.38786, 11.52964, 16.30307], [7.98734, 12.35412, 14.78428], [7.73784, 10.65499, 14.95689], [10.15969, 10.27266, 14.82531], [9.48322, 11.24107, 13.47439], [12.88547, 12.20861, 16.61978], [14.15224, 13.39839, 16.56885], [10.99931, 13.76291, 16.74476], [11.98144, 13.88886, 18.08295], [12.15079, 15.14558, 16.89912], [9.47533, 13.69352, 12.75710], [10.41199, 14.75944, 13.90144], [11.28475, 15.80479, 11.63680], [9.88352, 15.00876, 10.90921], [9.70429, 16.28780, 12.17176]], "lowdin_charge": [1.550, -0.616, -0.205, -0.640, -0.227, -0.658, -0.233, 0.939, -0.292, -0.300, -0.356, -0.283, -0.347, -0.349, -0.339, 0.012, -0.180, -0.044, -0.051, 0.142, 0.077, 0.081, 0.078, 0.076, 0.077, 0.074, -0.358, -0.002, -0.183, -0.072, -0.022, 0.141, 0.088, 0.090, 0.090, 0.080, 0.082, 0.080, -0.074, -0.313, -0.214, 0.555, -0.236, -0.199, -0.336, -0.044, -0.170, -0.336, -0.082, 0.077, 0.086, 0.075, 0.131, 0.121, 0.120, 0.119, 0.075, 0.095, 0.085, 0.104, 0.119, 0.078, 0.076, 0.086, -0.085, -0.287, -0.227, 0.443, -0.198, -0.227, -0.209, -0.092, -0.175, -0.234, -0.078, 0.076, 0.067, 0.080, 0.135, 0.118, 0.118, 0.117, 0.059, 0.062, 0.066, 0.113, 0.116, 0.084, 0.082, 0.079], "lumo_ev": 2.93, "total_energy_ha": -5344.883350, "charge": -2, "homo_ev": -0.61}